No. 1
{"formula": "C33H71Br3ClFN13O28P2", "method": "ωB97M-V with the def2-TZVPD basis set", "elements": ["C", "O", "C", "C", "C", "N", "O", "C", "C", "C", "O", "C", "C", "C", "C", "O", "O", "C", "C", "C", "O", "Cl", "P", "O", "Br", "N", "C", "Br", "C", "C", "Br", "N", "C", "C", "C", "O", "C", "F", "P", "C", "C", "H", "H", "H", "H", "H", "H", "H", "H", "H", "H", "H", "H", "H", "H", "H", "H", "H", "H", "H", "H", "H", "H", "H", "H", "H", "H", "H", "H", "H", "H", "H", "H", "H", "H", "H", "H", "H", "H", "H", "H", "H", "C", "N", "O", "O", "H", "H", "H", "C", "N", "O", "O", "H", "H", "H", "C", "N", "O", "O", "H", "H", "H", "C", "N", "O", "O", "H", "H", "H", "C", "N", "O", "O", "H", "H", "H", "C", "N", "O", "O", "H", "H", "H", "C", "N", "O", "O", "H", "H", "H", "C", "N", "O", "O", "H", "H", "H", "C", "N", "O", "O", "H", "H", "H", "C", "N", "O", "O", "H", "H", "H"], "coordinates": [[-5.5779, -0.5858, -0.4796], [-4.4254, -0.4065, 0.3256], [-3.2880, -0.2679, -0.5234], [-2.0508, 0.2191, 0.2241], [-1.0063, 0.7578, -0.8037], [-0.3931, 1.9368, -0.3595], [-1.6408, 0.9480, -2.0950], [-1.9235, 2.2685, -2.4761], [-2.9898, 3.0358, -1.6890], [-2.4504, 4.4074, -1.2267], [-4.1648, 3.1745, -2.4906], [-0.0906, -0.4453, -1.1488], [0.8090, 0.0372, -2.3186], [0.4130, -0.3629, -3.7573], [-0.5155, -1.5460, -3.9205], [-1.6700, -1.6026, -3.5980], [0.0177, -2.6807, -4.4896], [0.5682, -1.2865, 0.0466], [1.6240, -0.3110, 0.6031], [2.6423, -0.4839, 1.7298], [3.5314, -1.2657, 1.7689], [2.6510, 0.7799, 3.0302], [1.7009, -2.4158, -1.1782], [0.8236, -3.6015, -1.8788], [3.1831, -3.7818, -0.1945], [-0.5503, -1.8720, 0.9958], [-1.3214, -3.0186, 0.2784], [-3.2567, -3.2373, 0.5620], [-0.6755, -4.4446, 0.4024], [-1.0707, -5.3767, 1.5526], [-1.3824, -5.3842, -1.2307], [-0.0872, -2.3224, 2.2720], [-1.0464, -2.7831, 3.2810], [1.1580, -2.9594, 2.6320], [1.8020, -2.4094, 3.9304], [1.5338, -4.0322, 2.2589], [-1.4463, -0.6186, 1.3678], [-2.6032, -1.0279, 2.0356], [-0.7068, 0.3723, 2.8756], [-0.5102, 2.1593, 2.5970], [-2.0148, 0.4278, 4.1812], [-6.3787, -0.9289, 0.1741], [-5.9051, 0.3551, -0.9341], [-5.4149, -1.3415, -1.2531], [-3.0968, -1.1780, -1.1098], [-3.6123, 0.4596, -1.2649], [-2.3915, 1.1183, 0.7507], [-0.9450, 2.6008, 0.1486], [0.3814, 2.3351, -0.8649], [-2.3591, 2.1808, -3.4790], [-1.0474, 2.8986, -2.6424], [-3.2748, 2.5057, -0.7726], [-3.1990, 5.1980, -1.2607], [-2.1846, 4.3311, -0.1644], [-1.5309, 4.6684, -1.7540], [-4.7692, 3.7047, -1.9626], [-0.8217, -1.1083, -1.6257], [0.7532, 1.1318, -2.3422], [1.8890, -0.0380, -2.2414], [-0.0514, 0.4620, -4.2976], [1.3144, -0.5588, -4.3440], [0.8434, -2.4496, -4.9345], [1.2083, 0.6872, 0.7590], [2.3291, -0.1388, -0.2219], [0.0409, -3.3012, -2.3654], [-1.3357, -2.7999, -0.7822], [0.4019, -4.4335, 0.2917], [-0.1940, -5.5525, 2.1815], [-1.3578, -6.3708, 1.2278], [-1.8608, -5.0360, 2.2139], [-1.0877, -2.0994, 4.1329], [-0.7786, -3.7458, 3.7152], [-2.0723, -2.9189, 2.9537], [1.3621, -1.4474, 4.1980], [2.8778, -2.3701, 3.8141], [1.5135, -3.1194, 4.7046], [0.3324, 2.4738, 1.9932], [-0.3761, 2.5952, 3.5895], [-1.4285, 2.6204, 2.2074], [-2.8651, 0.9948, 3.7800], [-2.3985, -0.5462, 4.4562], [-1.6054, 1.0148, 4.9959], [2.3705, 5.6435, -3.1520], [1.1632, 4.8803, -2.7395], [0.0756, 5.2958, -3.0776], [1.3373, 3.8682, -2.0779], [2.0457, 6.5053, -3.7238], [2.8896, 5.9457, -2.2474], [3.0016, 4.9772, -3.7529], [1.7598, 1.3015, 7.7827], [0.6032, 1.6516, 6.9169], [0.6612, 1.3637, 5.7320], [-0.3375, 2.2013, 7.4394], [2.5113, 0.8194, 7.1676], [2.1355, 2.2237, 8.2139], [1.3975, 0.6365, 8.5562], [6.9581, 3.5703, -4.3160], [5.7438, 4.3956, -4.0662], [5.8579, 5.5989, -4.0779], [4.6976, 3.8022, -3.8600], [7.7957, 4.2377, -4.4787], [7.1140, 2.9479, -3.4399], [6.7610, 2.9625, -5.1940], [-2.1769, -2.0700, -7.1414], [-1.4501, -1.0274, -7.9120], [-0.4932, -0.5002, -7.3673], [-1.8522, -0.7679, -9.0190], [-1.6836, -2.1809, -6.1869], [-3.2044, -1.7399, -7.0232], [-2.1315, -2.9964, -7.7063], [4.1346, -6.2103, 2.8388], [3.7833, -7.4358, 3.6030], [2.7422, -7.4312, 4.2271], [4.5604, -8.3649, 3.5477], [3.3505, -5.4844, 2.9795], [5.0848, -5.8443, 3.2183], [4.2163, -6.4983, 1.7939], [-3.3330, 3.8892, -5.6127], [-3.6272, 5.0695, -6.4698], [-4.7485, 5.1665, -6.9241], [-2.7261, 5.8579, -6.6485], [-4.2270, 3.2816, -5.5408], [-2.5211, 3.3406, -6.0825], [-3.0399, 4.2634, -4.6371], [4.1323, -10.4064, 0.6059], [3.9750, -9.1824, -0.2274], [3.3471, -8.2537, 0.2450], [4.4857, -9.1901, -1.3227], [3.6280, -10.2461, 1.5515], [3.6901, -11.2313, 0.0555], [5.1963, -10.5639, 0.7513], [5.5672, 1.9680, 1.2340], [6.4202, 2.9686, 0.5443], [7.3392, 3.4540, 1.1610], [6.1235, 3.2280, -0.6037], [5.9382, 1.8310, 2.2425], [4.5542, 2.3585, 1.2410], [5.6255, 1.0427, 0.6675], [-0.3359, 0.4450, 12.4681], [0.3623, 0.3299, 11.1595], [0.9087, 1.3173, 10.7134], [0.3403, -0.7526, 10.6128], [-0.2286, 1.4621, 12.8247], [-1.3787, 0.1929, 12.3021], [0.1299, -0.2627, 13.1469], [-6.9088, 7.1833, -5.5569], [-7.9411, 6.9208, -4.5165], [-8.5531, 5.8756, -4.5776], [-8.0951, 7.7744, -3.6691], [-6.8799, 6.3421, -6.2373], [-7.1882, 8.0962, -6.0737], [-5.9585, 7.3048, -5.0464]], "forces_ev_per_a": [[-0.32, -0.05, 0.38], [0.52, -0.19, -0.16], [-1.03, -0.29, -0.10], [0.35, 1.31, -0.66], [-0.56, -0.55, -0.23], [0.84, -0.58, 0.87], [0.12, -0.10, 0.38], [-0.86, 0.41, -1.23], [0.11, 0.71, 0.79], [0.26, -0.40, 0.55], [0.36, -0.16, 0.00], [-0.35, -0.39, -0.21], [0.52, 1.57, -0.34], [0.21, -0.38, -0.66], [-0.14, -0.63, -0.56], [0.16, 0.12, 0.38], [-0.05, 0.82, 0.01], [0.92, -0.44, -1.07], [0.24, 1.24, 1.06], [0.44, -0.30, 0.61], [-0.37, -0.06, -0.31], [-0.13, -0.11, -0.69], [0.81, -0.73, -0.28], [0.23, 0.76, 0.76], [-0.56, 0.25, -0.23], [-0.85, 0.21, 0.68], [-0.34, -1.07, -0.84], [0.41, -0.18, 0.23], [-1.14, -0.56, -0.31], [0.64, -0.14, 0.88], [0.23, 0.21, 0.21], [0.49, -0.27, 0.00], [-0.82, 0.00, 1.18], [1.11, -0.68, 1.81], [-1.34, 0.25, -0.64], [-0.11, 0.43, -1.08], [-2.23, 1.91, 0.62], [0.62, -0.75, -0.26], [2.25, -0.62, 1.03], [-1.00, 0.57, -0.30], [-0.95, 0.62, -1.57], [0.04, -0.01, 0.02], [0.18, 0.00, -0.15], [0.03, 0.03, -0.06], [-0.05, -0.02, 0.16], [0.61, 0.21, -0.05], [-0.15, -0.19, 0.24], [-0.11, 0.04, -0.14], [-0.22, 0.13, -0.26], [0.04, -0.29, 0.06], [0.26, -0.25, 0.45], [0.07, -0.31, -0.15], [0.02, 0.02, -0.30], [0.05, 0.08, -0.06], [-0.46, 0.31, -0.06], [-0.26, 0.03, -0.17], [0.07, 0.00, 0.21], [-0.35, -0.12, 0.08], [-0.08, -0.76, 0.36], [-0.28, 0.05, 0.32], [0.10, -0.06, 0.19], [0.16, -0.21, 0.08], [-0.38, -0.24, 0.00], [-0.19, -0.25, -0.22], [0.09, -0.24, -0.29], [0.24, 0.43, 0.11], [-0.07, 0.14, -0.12], [-0.05, 0.16, -0.04], [-0.08, 0.11, -0.34], [-0.16, 0.23, -0.29], [0.15, 0.20, -0.22], [0.39, -0.07, -0.36], [0.24, 0.16, -0.42], [0.29, 0.08, -0.03], [0.04, -0.04, 0.07], [0.24, -0.13, 0.05], [0.08, -0.29, -0.03], [0.06, -0.31, 0.15], [0.09, 0.09, -0.02], [-0.08, -0.08, 0.19], [0.23, 0.00, 0.27], [0.25, -0.27, 0.17], [0.04, 0.04, -0.35], [0.01, 0.26, -0.12], [0.20, -0.14, -0.05], [0.03, -0.07, 0.02], [-0.10, -0.03, 0.05], [0.07, -0.13, 0.01], [-0.23, 0.22, 0.40], [0.24, -0.15, -0.29], [0.04, 0.01, 0.05], [0.11, -0.02, -0.07], [-0.07, 0.02, 0.00], [-0.05, 0.05, -0.08], [-0.11, 0.00, 0.11], [-0.04, 0.08, 0.11], [0.10, 0.05, -0.01], [0.02, -0.01, 0.08], [-0.04, 0.02, -0.01], [0.29, -0.22, -0.13], [-0.05, 0.05, 0.01], [-0.09, -0.02, 0.01], [-0.06, -0.05, 0.04], [0.01, -0.13, 0.13], [0.01, -0.05, 0.10], [0.05, 0.04, 0.06], [0.02, 0.05, -0.03], [-0.06, -0.03, 0.04], [-0.02, -0.01, -0.09], [-0.08, 0.06, -0.11], [0.10, 0.07, -0.08], [-0.10, 0.05, -0.01], [0.00, -0.02, 0.00], [0.04, -0.06, -0.04], [-0.18, 0.09, 0.03], [0.05, -0.11, -0.04], [0.06, -0.05, 0.03], [-0.06, -0.15, 0.00], [-0.02, -0.11, 0.03], [-0.04, 0.06, -0.04], [0.04, 0.05, 0.00], [-0.04, 0.06, 0.00], [0.07, 0.08, 0.02], [0.05, 0.02, -0.02], [-0.10, -0.03, 0.18], [0.02, -0.10, 0.10], [-0.04, 0.15, 0.04], [0.02, 0.03, -0.07], [0.02, 0.06, -0.01], [0.08, 0.00, -0.07], [0.01, -0.03, -0.08], [-0.02, -0.12, 0.24], [0.07, -0.03, 0.12], [0.03, 0.03, -0.02], [-0.03, 0.05, -0.28], [0.03, 0.03, 0.00], [-0.01, -0.02, -0.07], [-0.05, 0.03, -0.05], [0.00, 0.15, 0.10], [-0.04, 0.03, 0.06], [0.00, 0.06, 0.15], [-0.01, -0.06, -0.06], [0.03, 0.01, -0.05], [0.02, -0.10, 0.00], [-0.05, -0.07, -0.04], [-0.01, -0.12, -0.18], [0.04, 0.00, -0.05], [-0.02, -0.05, 0.03], [0.00, 0.03, 0.06], [-0.03, -0.03, 0.04], [0.03, 0.06, 0.10], [-0.02, 0.10, 0.01]], "gap_ev": 8.1, "total_charge": 1, "spin_multiplicity": 1}

No. 2
{"formula": "C4H8N2O", "method": "ωB97M-V with the def2-TZVPD basis set", "elements": ["N", "C", "N", "C", "C", "C", "O", "H", "H", "H", "H", "H", "H", "H", "H"], "coordinates": [[0.9208, -0.7293, -1.1563], [0.5465, 0.4517, -0.4379], [1.6490, 1.2776, -0.2766], [-0.7646, 1.0290, -0.4293], [-1.5932, 0.1695, 0.2591], [-0.7508, -0.6550, 1.0315], [-1.0313, -2.0069, 1.1333], [0.2290, -1.4618, -1.0654], [1.0615, -0.5121, -2.1399], [1.5279, 2.1819, 0.1514], [2.5327, 0.7980, -0.1922], [-0.9753, 2.0594, -0.7106], [-2.6620, 0.0274, 0.1284], [-0.1451, -0.2438, 1.8291], [-0.5451, -2.3856, 1.8753]], "forces_ev_per_a": [[0.08, -0.25, 0.36], [-0.26, 0.55, -0.07], [-0.15, -0.33, -0.34], [0.30, 0.18, 0.30], [0.15, -0.54, -0.10], [-0.30, 0.03, -0.27], [0.07, 0.08, 0.18], [0.02, 0.09, -0.03], [-0.05, 0.05, 0.12], [0.12, -0.33, 0.13], [-0.06, 0.33, -0.04], [0.06, 0.02, 0.02], [0.00, -0.02, 0.04], [0.13, 0.06, -0.21], [-0.10, 0.06, -0.10]], "de_lowest_kcal_mol": 84.50, "gap_ev": 7.8, "total_charge": 0, "smiles": "NC(N)=C/C=C/O", "spin_multiplicity": 1}

No. 3
{"formula": "C3H6CrO3", "method": "ωB97M-V with the def2-TZVPD basis set", "elements": ["H", "O", "C", "O", "Cr", "O", "C", "H", "H", "C", "H", "H", "H"], "coordinates": [[1.1819, 0.2103, -1.8696], [-0.1403, -0.9862, 0.7140], [0.3280, 0.1458, 0.6571], [-0.5429, 1.0571, 0.2491], [-1.2633, -1.7161, -1.2230], [1.5103, 0.3697, 0.1475], [1.8676, -0.1933, -1.1188], [1.7353, -1.2829, -1.1226], [2.9040, 0.0743, -1.3476], [-1.7731, 1.1225, 0.9924], [-2.4919, 0.6270, 0.3353], [-1.8504, 0.6123, 1.9574], [-1.9810, 2.1808, 1.1798]], "forces_ev_per_a": [[0.10, 0.52, -0.08], [-1.18, -3.77, 0.27], [0.09, 1.02, -6.68], [1.15, 1.23, 2.70], [0.97, 0.59, 1.96], [0.39, 0.95, 2.18], [-0.28, -0.87, -0.38], [0.45, -0.06, 0.32], [-0.34, -0.06, 0.18], [-1.56, 0.33, 0.09], [-0.53, 0.55, 0.09], [0.90, -0.15, -0.19], [-0.17, -0.28, -0.47]], "de_lowest_kcal_mol": 69.12, "gap_ev": [5.8, 8.5], "total_charge": 2, "s_squared": 6.219, "spin_multiplicity": 5}

No. 4
{"formula": "C4H9OPS", "method": "ωB97M-V with the def2-TZVPD basis set", "elements": ["C", "C", "C", "C", "O", "P", "S", "H", "H", "H", "H", "H", "H", "H", "H", "H"], "coordinates": [[-1.1678, 0.4793, 0.3254], [-1.0361, -1.0992, 0.2046], [-0.0032, 1.3785, 0.7975], [0.2619, -1.3998, -0.6098], [2.6271, 0.7124, 0.1254], [1.5624, 1.5444, -0.3825], [1.7246, -1.7413, 0.2797], [-1.3436, 0.6865, -0.7610], [-2.0609, 0.6478, 0.8892], [-0.9725, -1.5574, 1.2246], [-1.9617, -1.3976, -0.2894], [-0.5041, 2.3110, 0.9636], [0.6382, 1.0319, 1.5755], [0.1287, -2.2308, -1.2283], [0.6254, -0.6256, -1.2182], [1.4816, 1.2598, -1.8965]], "forces_ev_per_a": [[0.76, -1.95, -1.71], [1.45, 1.65, 0.99], [0.07, -0.95, -2.42], [-1.34, -0.39, 1.74], [2.56, -1.34, 1.21], [-2.76, 2.11, -1.84], [0.84, -0.99, 1.20], [-0.27, 0.63, 0.90], [-0.53, 0.60, 0.32], [-0.03, 0.16, -0.94], [0.23, -0.34, -0.07], [0.55, 0.88, 0.28], [-0.15, -0.29, 1.23], [-0.36, -1.36, -1.25], [-0.42, 1.21, -1.27], [-0.60, 0.37, 1.62]], "de_lowest_kcal_mol": 28.91, "gap_ev": [8.9, 6.7], "total_charge": 0, "s_squared": 2.007, "spin_multiplicity": 3}

No. 5
{"formula": "C5H15N2", "method": "ωB97M-V with the def2-TZVPD basis set", "elements": ["C", "N", "C", "C", "N", "C", "C", "H", "H", "H", "H", "H", "H", "H", "H", "H", "H", "H", "H", "H", "H", "H"], "coordinates": [[-0.8765, 0.0844, -0.8555], [0.3423, 0.5491, -1.4925], [0.2517, 1.3119, -2.7174], [-0.6286, -0.1270, 0.6832], [0.2282, 0.8807, 1.1677], [0.7508, -1.5080, 2.2566], [0.1225, -1.4826, 0.8610], [-1.1108, -0.9116, -1.2218], [-1.8826, 0.9045, -0.8344], [0.8996, 1.0298, -0.7919], [1.2366, 1.4237, -3.1621], [-0.3660, 0.8312, -3.4756], [-0.2100, 2.3182, -2.7058], [-1.5746, -0.0803, 1.2168], [-1.2354, 1.2253, -1.3174], [-0.9469, 0.4062, 3.3869], [0.7980, 1.6834, 1.3528], [1.3083, -2.4246, 2.4261], [1.4457, -0.6763, 2.2367], [0.0754, -1.3313, 3.1008], [-0.4031, -2.3638, 0.5013], [1.0171, -1.3398, 0.2585]], "forces_ev_per_a": [[2.97, -0.74, 0.95], [-0.19, 0.18, 0.57], [-0.29, 0.21, -1.54], [0.35, 0.44, -0.45], [-1.31, 0.12, 2.46], [-0.06, -0.40, -0.17], [0.36, 0.75, 0.06], [-1.55, 0.60, -1.00], [-0.46, -0.30, 0.11], [0.13, 0.01, -0.04], [0.07, 0.01, 0.14], [0.13, -0.65, 0.09], [0.19, 0.04, 0.86], [-0.22, -0.30, -0.43], [-0.62, -0.17, 0.10], [1.35, 0.64, -1.55], [-0.38, 0.25, -0.25], [-0.09, -0.16, -0.02], [0.12, -0.05, 0.48], [-0.24, -0.13, -0.07], [-0.27, -0.04, 0.33], [0.01, -0.30, -0.61]], "de_lowest_kcal_mol": 292.54, "gap_ev": 6.2, "total_charge": 1, "spin_multiplicity": 1}